# 1
The following is a DFT calculation (wB97M-V/def2-TZVPD) of a molecular structure, C25H23N2O5PPd.

For the HOMO energy, the calculation gives 0.20 eV. As for the energy: -1921.48283 a.u. Its net charge is -2. The calculation puts the LUMO energy at 0.1737 hartree. The energy above the lowest of the compared OMol25 structures with the same formula, charge and spin is 0.4904 eV. For the molar mass, the calculation gives 568.86 g/mol.

Atoms and positions in Å:
1 Pd 1.1662 -0.1661 -0.4690
2 O 2.9315 3.6752 -0.6518
3 C 2.3874 2.6680 -0.1804
4 O 1.5406 1.9388 -0.7903
5 C 2.7171 2.3502 1.2958
6 C 1.5549 1.8080 2.1582
7 C 1.7542 2.3193 3.5954
8 C 3.0010 1.4946 4.0160
9 C 3.1781 0.5706 2.7869
10 O 1.8362 0.4147 2.3355
11 C 3.8607 1.3412 1.6431
12 C 4.4056 0.3481 0.5810
13 O 5.6460 0.3200 0.4657
14 O 3.5724 -0.4029 0.0054
15 H 3.0216 3.3198 1.6932
16 H 0.5647 1.9255 1.7257
17 H 0.8874 2.0623 4.2076
18 H 1.9108 3.3982 3.6447
19 H 2.8112 0.9126 4.9203
20 H 3.8845 2.1134 4.1858
21 H 3.6110 -0.4056 2.9971
22 H 4.7311 1.8818 2.0134
23 N -1.2794 -1.8386 -0.3932
24 P -1.1311 -0.0574 -0.5107
25 C -1.2644 0.2368 -2.3286
26 C -0.6539 1.3668 -2.8777
27 C -0.7818 1.6451 -4.2321
28 C -1.5004 0.7942 -5.0655
29 C -2.0873 -0.3455 -4.5327
30 C -1.9709 -0.6164 -3.1743
31 C -3.1023 -0.0298 -0.2438
32 C -3.5799 -0.5347 0.9790
33 C -4.8612 -0.2819 1.4429
34 C -5.7260 0.5235 0.7049
35 C -5.2746 1.0555 -0.4944
36 C -3.9921 0.7783 -0.9593
37 C -0.2484 -2.7071 -0.2904
38 C -0.4406 -4.0918 -0.0927
39 C 0.6601 -4.9083 0.0042
40 C 1.9411 -4.3588 -0.0780
41 C 2.0546 -2.9946 -0.2615
42 N 0.9877 -2.1939 -0.3844
43 H -2.2042 -2.2343 -0.3423
44 H -0.0344 1.9919 -2.2430
45 H -0.2961 2.5242 -4.6403
46 H -1.5911 1.0115 -6.1244
47 H -2.6403 -1.0242 -5.1742
48 H -2.4432 -1.5022 -2.7632
49 H -2.9067 -1.1242 1.5985
50 H -5.1871 -0.7007 2.3902
51 H -6.7262 0.7368 1.0649
52 H -5.9304 1.6895 -1.0840
53 H -3.6803 1.2051 -1.9069
54 H -1.4467 -4.4855 -0.0156
55 H 0.5266 -5.9744 0.1528
56 H 2.8307 -4.9681 0.0023
57 H 3.0063 -2.4744 -0.3058

Atoms 1-3, force components in eV/Å:
Pd 0.0041 0.0213 0.0313
O 0.0060 0.0409 -0.0193
C 0.0170 -0.1764 -0.0086

Atom charges from the Löwdin analysis, given in e for atoms 1 to 4: number 1, Pd, carries 0.574; number 2, O, carries -0.027; number 3, C, carries -0.625; number 4, O, carries -0.173



# 2
The following is a DFT calculation (wB97M-V/def2-TZVPD) of a single C20H30N2O5 molecule.

For the HOMO energy, the calculation gives -8.12 eV. As for the energy: -1265.83799 a.u. As for the structure (SMILES): CCOC(=O)c1c(C)n(C)c2ccc(OC[C@H](O)CN[C@H](CC)CO)cc12. The calculation puts the LUMO energy at 0.0212 hartree. The energy above the lowest of the compared OMol25 structures with the same formula, charge and spin is 2.4920 eV. For the molar mass, the calculation gives 378.47 g/mol.

Atoms and positions in Å:
1 C -0.1804 -4.2675 -1.2578
2 C -1.5695 -3.6996 -1.0350
3 H -2.2278 -3.9115 -1.8850
4 H -2.0301 -4.1189 -0.1341
5 O -1.4689 -2.2821 -0.8828
6 C -2.6320 -1.6399 -0.6185
7 O -3.6736 -2.2401 -0.4698
8 C -2.4646 -0.2005 -0.5383
9 C -3.4164 0.6868 -0.0571
10 N -2.9379 1.9561 -0.1326
11 C -1.6767 1.9331 -0.6823
12 C -0.8043 2.9678 -0.9940
13 C 0.4140 2.6418 -1.5452
14 C 0.7729 1.3080 -1.8042
15 C -0.1092 0.2767 -1.5258
16 C -1.3377 0.5868 -0.9468
17 H 0.1237 -0.7484 -1.7638
18 O 2.0048 1.1300 -2.3747
19 C 2.7862 0.0100 -2.0108
20 C 3.9561 0.4407 -1.0964
21 C 3.4592 1.0246 0.2476
22 N 3.1088 -0.0695 1.1433
23 H 3.5900 0.0082 2.0300
24 C 1.6995 -0.3523 1.3701
25 C 1.0981 0.3359 2.6025
26 C 0.9350 1.8419 2.4360
27 H 0.4417 2.2644 3.3088
28 H 1.9009 2.3305 2.3256
29 H 0.3325 2.0660 1.5573
30 H 1.7296 0.1258 3.4705
31 H 0.1221 -0.1179 2.7859
32 C 1.5388 -1.8806 1.5010
33 O 0.2010 -2.2900 1.5733
34 H -0.2475 -2.0613 0.7451
35 H 2.0581 -2.3627 0.6589
36 H 2.0079 -2.2218 2.4279
37 H 1.1360 -0.0281 0.4890
38 H 4.2761 1.6055 0.6822
39 H 2.6218 1.7015 0.0582
40 O 4.8016 -0.6521 -0.8576
41 H 4.4230 -1.1067 -0.0857
42 H 4.5403 1.1980 -1.6298
43 H 2.2022 -0.7605 -1.5027
44 H 3.2036 -0.4151 -2.9290
45 H 1.1263 3.4105 -1.7997
46 H -1.0556 4.0017 -0.8119
47 C -3.6556 3.1239 0.2933
48 H -4.5548 3.2675 -0.3108
49 H -3.9519 3.0300 1.3402
50 H -3.0192 3.9985 0.1872
51 C -4.7621 0.4017 0.4934
52 H -4.8302 0.7237 1.5330
53 H -5.5278 0.9299 -0.0746
54 H -4.9515 -0.6655 0.4353
55 H 0.2922 -3.7861 -2.1107
56 H -0.2540 -5.3333 -1.4527
57 H 0.4353 -4.1156 -0.3756

Atoms 1-3, force components in eV/Å:
C -0.2763 0.3517 0.0721
C -0.1471 -0.6731 -0.0418
H 0.0607 0.0335 0.1663

Atom charges from the Löwdin analysis, given in e for atoms 1 to 4: number 1, C, carries -0.053; number 2, C, carries -0.215; number 3, H, carries 0.130; number 4, H, carries 0.132



# 3
The following is a DFT calculation (wB97M-V/def2-TZVPD) of a molecular structure, C8H8N2O5STb at a distorted geometry.

For the HOMO energy (alpha / beta), the calculation gives -20.44 / -20.45 eV. As for the spin multiplicity: 7. As for the energy: -2016.88162 a.u. Its net charge is +3. The calculation puts the LUMO energy (alpha / beta) at -0.5083 / -0.4981 hartree. For the molar mass, the calculation gives 403.15 g/mol.

Atoms and positions in Å:
1 O 0.4705 1.0559 -5.6168
2 C 0.4636 1.0384 -4.4711
3 Tb 0.4657 1.0370 -1.5889
4 O 2.6457 -1.7667 -2.2881
5 C 1.9515 -0.8671 -2.0978
6 C -1.0250 2.9372 -2.1850
7 O -1.7265 3.8324 -2.3653
8 C -1.4399 -0.4473 -2.0479
9 O -2.3287 -1.1541 -2.2239
10 C 2.3648 2.5288 -2.2130
11 O 3.2589 3.2331 -2.3900
12 C -1.8728 -0.5037 2.7981
13 N -1.2634 -0.1156 1.5079
14 C 0.0840 0.0911 1.4188
15 S 0.7180 1.6522 0.8913
16 N 0.9618 -0.8430 1.8060
17 C 0.6224 -2.2149 2.1847
18 H -1.1266 -0.8865 3.5069
19 H -2.6220 -1.2761 2.6020
20 H -2.4063 0.3562 3.2365
21 H -1.8024 0.6153 1.0327
22 H 1.9413 -0.6071 1.6431
23 H 1.2180 -2.9148 1.5842
24 H 0.8918 -2.3635 3.2393
25 H -0.4446 -2.4174 2.0362

Atoms 1-3, force components in eV/Å:
O -0.0267 -0.0697 4.1755
C 0.0232 0.0807 -4.1056
Tb 0.2531 0.6745 1.0541

Atom charges from the Löwdin analysis, given in e for atoms 1 to 4: number 1, O, carries 0.196; number 2, C, carries 0.030; number 3, Tb, carries 1.045; number 4, O, carries 0.231



# 4
The following is a DFT calculation (wB97M-V/def2-TZVPD) of a molecular structure, H30O15 at a distorted geometry.

For the HOMO energy, the calculation gives -8.71 eV. As for the energy: -1146.16846 a.u. The calculation puts the LUMO energy at -0.0350 hartree. The energy above the lowest of the compared OMol25 structures with the same formula, charge and spin is 12.8332 eV. For the molar mass, the calculation gives 270.22 g/mol.

Atoms and positions in Å:
1 H -0.6160 -0.0442 -0.5472
2 H 0.6685 -0.7550 -0.2004
3 H 3.7562 2.9035 -2.0744
4 H 2.3221 3.3953 -2.2905
5 H 4.2798 1.0897 -0.6042
6 H 5.4673 1.6889 -0.2383
7 H 3.0458 -0.9484 1.4537
8 H 3.5941 -1.8843 0.3393
9 H 2.6512 -4.2344 0.2908
10 H 3.1363 -4.3193 -1.0648
11 H -0.5995 4.6318 1.1672
12 H 0.3367 3.8519 0.2793
13 H -1.5807 -2.7517 -2.5527
14 H -0.2621 -3.0264 -3.2511
15 H -3.6975 -0.5292 -0.0505
16 H -4.9997 -1.2242 0.3545
17 H 0.4074 -2.1872 2.8274
18 H 0.3259 -1.6700 1.5245
19 H 0.6279 1.8162 -1.0063
20 H 1.5341 3.2074 -0.8594
21 H -3.2934 3.1773 -0.5244
22 H -2.0271 2.5124 -0.1429
23 H 1.7968 0.2178 4.3854
24 H 1.2016 -0.2251 3.1383
25 H -2.1170 -1.3184 -0.1563
26 H -2.6718 -2.6056 -0.4683
27 H -3.7216 -0.2261 1.5518
28 H -4.5491 -0.8890 2.6856
29 H -2.7601 0.8411 -1.8256
30 H -2.7823 0.1315 -3.0402
31 O 0.2763 0.1313 -0.3030
32 O 2.8206 2.6714 -2.0826
33 O 5.1094 0.7960 -0.3969
34 O 3.8752 -1.3903 1.1762
35 O 3.1090 -4.8505 -0.3267
36 O 0.2834 4.6414 0.8293
37 O -0.8881 -3.4336 -2.5419
38 O -4.0342 -1.2739 0.2897
39 O 0.9624 -1.6600 2.2077
40 O 1.2290 2.4215 -1.4240
41 O -2.7841 2.9890 0.2414
42 O 0.9641 0.0643 4.0488
43 O -2.7311 -1.7117 -0.7917
44 O -4.4276 -0.0986 2.2232
45 O -3.2382 0.0772 -2.2498

Atoms 1-3, force components in eV/Å:
H -1.1113 -0.3094 -0.5236
H 0.0278 0.6517 -0.3415
H 0.5732 0.6375 -0.7700

Atom charges from the Löwdin analysis, given in e for atoms 1 to 4: number 1, H, carries 0.006; number 2, H, carries 0.063; number 3, H, carries 0.064; number 4, H, carries 0.011



# 5
The following is a DFT calculation (wB97M-V/def2-TZVPD) of a molecular structure, C28H38N9O3PS2TeTl.

For the HOMO energy, the calculation gives -4.39 eV. As for the energy: -3386.81230 a.u. Its net charge is -1. The calculation puts the LUMO energy at 0.0778 hartree. The energy above the lowest of the compared OMol25 structures with the same formula, charge and spin is 0.7128 eV. For the molar mass, the calculation gives 975.76 g/mol.

Atoms and positions in Å:
1 Tl -0.1287 0.3326 -0.6851
2 O -4.6984 0.0533 -2.1322
3 C -3.4789 0.2860 -2.0454
4 N -2.8119 0.6090 -0.9369
5 C -3.6761 0.6350 0.2225
6 C -3.0047 0.8852 1.5487
7 C -3.7942 0.8907 2.7037
8 C -3.1956 1.0654 3.9343
9 C -1.8184 1.2417 3.9927
10 C -1.1202 1.2515 2.8017
11 N -1.6973 1.0870 1.6135
12 C -2.6723 0.2754 -3.3348
13 C -3.3612 0.1225 -4.5361
14 C -2.6614 0.1564 -5.7282
15 C -1.2846 0.3229 -5.6858
16 C -0.6800 0.4554 -4.4465
17 N -1.3550 0.4437 -3.3060
18 H -4.2158 -0.3192 0.3091
19 H -4.4571 1.4022 0.0940
20 H -4.8633 0.7362 2.6263
21 H -3.7878 1.0597 4.8415
22 H -1.3096 1.3451 4.9415
23 H -0.0445 1.3872 2.7918
24 H -4.4330 -0.0058 -4.4894
25 H -3.1698 0.0549 -6.6792
26 H -0.6941 0.3602 -6.5914
27 H 0.3949 0.5902 -4.3613
28 N -1.9710 3.3487 -1.7939
29 C -0.9608 3.9788 -1.2200
30 N -0.8863 5.3181 -1.3363
31 C 0.0866 5.8869 -0.6472
32 N 0.2173 7.2396 -0.7449
33 N 0.9604 5.2577 0.1458
34 C 0.8419 3.9293 0.1472
35 N -0.0630 3.2338 -0.5265
36 C 1.7398 3.1939 1.0816
37 C 2.2054 3.8359 2.2274
38 C 2.9215 3.1025 3.1583
39 C 3.1529 1.7565 2.9143
40 C 2.6765 1.2154 1.7293
41 N 1.9911 1.9158 0.8356
42 H -2.6773 3.8942 -2.2543
43 H -2.1607 2.3625 -1.5259
44 H -0.5671 7.7383 -1.1252
45 H 0.7753 7.6834 -0.0379
46 H 1.9784 4.8814 2.3761
47 H 3.2748 3.5676 4.0699
48 H 3.6937 1.1428 3.6219
49 H 2.8320 0.1694 1.4833
50 C 4.5101 2.9142 -1.3305
51 Te 3.3338 1.3478 -2.2297
52 C 4.7108 -0.1733 -1.5773
53 H 5.4678 3.0276 -1.8306
54 H 4.6601 2.6969 -0.2745
55 H 3.9502 3.8435 -1.4128
56 H 4.8521 -0.0875 -0.5024
57 H 5.6665 -0.0678 -2.0832
58 H 4.2715 -1.1393 -1.8122
59 C -1.7859 -6.0544 1.5798
60 C -1.8912 -4.5408 1.4709
61 C -3.3278 -4.0449 1.4803
62 O -1.3106 -4.1281 0.2301
63 P 0.0700 -3.3075 0.1489
64 S 0.2512 -2.7340 -1.7334
65 S 0.2614 -2.0556 1.6937
66 O 1.0948 -4.5595 0.4499
67 C 2.4781 -4.2957 0.6924
68 C 2.9412 -5.2912 1.7456
69 C 3.2761 -4.4136 -0.6005
70 H -2.2299 -6.4030 2.5137
71 H -0.7381 -6.3519 1.5502
72 H -2.3030 -6.5194 0.7387
73 H -1.3361 -4.0707 2.2884
74 H -3.8667 -4.4658 0.6302
75 H -3.3324 -2.9589 1.3857
76 H -3.8300 -4.3268 2.4068
77 H 2.5750 -3.2784 1.0884
78 H 2.7684 -6.3073 1.3859
79 H 2.3786 -5.1434 2.6676
80 H 4.0048 -5.1578 1.9495
81 H 3.1898 -5.4269 -0.9977
82 H 4.3271 -4.1807 -0.4164
83 H 2.8697 -3.7229 -1.3370

Atoms 1-3, force components in eV/Å:
Tl -0.0499 -0.3866 0.0096
O -0.0930 -0.0898 -0.1561
C 0.0733 0.2057 0.5651

Atom charges from the Löwdin analysis, given in e for atoms 1 to 4: number 1, Tl, carries 0.564; number 2, O, carries -0.029; number 3, C, carries -0.538; number 4, N, carries -0.073